1.
{"formula": "C9H17BCuINO6", "method": "wB97M-V/def2-TZVPD", "largest_force_ha_per_bohr": 0.022, "e_tot_ha": -2822.15342, "total_charge": 1, "de_lowest_kj_mol": 38.4, "elements": ["H", "H", "H", "O", "H", "H", "H", "O", "H", "C", "C", "C", "H", "O", "H", "C", "C", "H", "H", "H", "C", "C", "C", "B", "H", "H", "O", "O", "Cu", "O", "H", "C", "I", "H", "H", "N"], "positions_angstrom": [[2.2289, -1.6792, 0.4988], [-1.3648, 4.3069, 2.1961], [0.7429, -3.3180, -1.3965], [1.3271, 0.4575, 2.6591], [-1.3139, -2.5469, -1.5992], [-1.3537, -1.6946, 0.5425], [-1.0497, -0.9882, -3.6392], [-0.0341, -0.2591, 0.0381], [1.1885, -3.0384, 0.8347], [0.8511, -1.2720, -2.8680], [-1.4455, -1.4703, -1.6053], [-1.1234, 2.3318, 2.9937], [2.0032, 0.0482, 2.1167], [-0.7503, 1.6544, -0.9225], [-0.5799, 0.2815, -2.5177], [2.0299, -2.7090, 0.2330], [-0.5830, -0.8023, -2.6731], [-2.8646, 3.3898, 2.2306], [-2.1869, 4.0598, 3.7216], [2.4729, -3.3694, -1.7644], [-1.9478, 3.5959, 2.7715], [1.6933, -2.8213, -1.2491], [0.0024, 1.0704, -0.1731], [0.8846, 1.5733, 2.0147], [-1.5161, 1.5011, 2.4018], [-1.2045, 2.0248, 4.0328], [1.2902, -1.3845, -4.0314], [1.6728, -1.4787, -1.8463], [1.0248, 0.5635, -4.4757], [0.2557, 2.5795, 2.6767], [-2.1079, -0.2090, 0.0301], [-1.2960, -0.8932, -0.1871], [1.5691, 3.5063, -0.1486], [2.8806, -3.3303, 0.4825], [-2.4791, -1.3051, -1.8960], [1.0832, 1.6250, 0.5182]]}

2.
{"formula": "C3H5O4Zn", "method": "wB97M-V/def2-TZVPD", "largest_force_ha_per_bohr": 0.053, "multiplicity": 2, "e_tot_ha": -2197.53964, "de_lowest_kj_mol": 61.7, "s_squared": 0.752, "elements": ["O", "C", "C", "O", "O", "H", "H", "H", "O", "C", "H", "Zn", "H"], "positions_angstrom": [[-0.6999, -1.0188, 0.3905], [-2.0739, 0.8231, 0.0378], [0.0269, 0.0872, 0.4747], [-0.7131, 1.1795, 0.3192], [1.3223, -0.6159, -1.4186], [0.6663, -0.1836, -1.9652], [-2.7039, 1.1741, 0.8626], [-2.1229, -1.0633, -1.1029], [1.1279, 0.1101, 1.0356], [-2.0208, -0.7049, -0.0721], [-2.7423, -1.2132, 0.5748], [2.5203, 0.1995, -0.2943], [-2.3682, 1.3120, -0.8962]]}

3.
{"formula": "C6H11NOS2", "method": "wB97M-V/def2-TZVPD", "largest_force_ha_per_bohr": 0.103, "e_tot_ha": -1161.42263, "de_lowest_kj_mol": 319.7, "elements": ["S", "H", "C", "C", "C", "H", "H", "N", "H", "C", "H", "H", "H", "H", "H", "H", "O", "C", "C", "S", "H"], "positions_angstrom": [[1.3516, 4.1269, -0.3204], [1.0467, -1.5463, 1.4060], [0.6029, 0.5359, -0.7141], [0.1803, -2.9714, 0.1610], [1.6739, 2.8701, -1.5890], [-3.2172, -0.2602, 1.8743], [1.8485, -1.4200, -0.0958], [1.0468, 1.6712, -0.9802], [-0.7556, -3.0373, 0.6993], [0.0070, -0.5788, -0.1113], [1.1588, 3.0748, -2.5308], [0.0857, 3.8181, -0.1081], [-1.7412, 0.8482, 1.5530], [1.0130, -3.7717, 0.5061], [2.7328, 2.7402, -1.6214], [-1.6013, -0.9882, 2.1176], [-2.3129, 0.4795, -1.0313], [-2.1529, -0.2568, 1.5306], [0.9118, -1.6107, 0.3590], [-1.8803, -0.6537, -0.2478], [0.0017, -3.0697, -0.8566]]}

Q: Number 1 is which compound?
A: C9H17BCuINO6

Q: Which formula does entry 2 have?
A: C3H5O4Zn

Q: Number 2 is which compound?
A: C3H5O4Zn

Please write out number 2 again, unchanged.
{"formula": "C3H5O4Zn", "method": "wB97M-V/def2-TZVPD", "largest_force_ha_per_bohr": 0.053, "multiplicity": 2, "e_tot_ha": -2197.53964, "de_lowest_kj_mol": 61.7, "s_squared": 0.752, "elements": ["O", "C", "C", "O", "O", "H", "H", "H", "O", "C", "H", "Zn", "H"], "positions_angstrom": [[-0.6999, -1.0188, 0.3905], [-2.0739, 0.8231, 0.0378], [0.0269, 0.0872, 0.4747], [-0.7131, 1.1795, 0.3192], [1.3223, -0.6159, -1.4186], [0.6663, -0.1836, -1.9652], [-2.7039, 1.1741, 0.8626], [-2.1229, -1.0633, -1.1029], [1.1279, 0.1101, 1.0356], [-2.0208, -0.7049, -0.0721], [-2.7423, -1.2132, 0.5748], [2.5203, 0.1995, -0.2943], [-2.3682, 1.3120, -0.8962]]}